*1*
{
  "formula": "C39H91N13O13",
  "method": "ωB97M-V/def2-TZVPD",
  "lumo_energy_ev": -0.14,
  "total_charge": 0,
  "symbols": ["C", "O", "N", "C", "C", "H", "H", "H", "H", "H", "H", "H", "C", "O", "N", "C", "C", "H", "H", "H", "H", "H", "H", "H", "C", "O", "N", "C", "C", "H", "H", "H", "H", "H", "H", "H", "C", "O", "N", "C", "C", "H", "H", "H", "H", "H", "H", "H", "C", "O", "N", "C", "C", "H", "H", "H", "H", "H", "H", "H", "C", "O", "N", "C", "C", "H", "H", "H", "H", "H", "H", "H", "C", "O", "N", "C", "C", "H", "H", "H", "H", "H", "H", "H", "C", "O", "N", "C", "C", "H", "H", "H", "H", "H", "H", "H", "C", "O", "N", "C", "C", "H", "H", "H", "H", "H", "H", "H", "C", "O", "N", "C", "C", "H", "H", "H", "H", "H", "H", "H", "C", "O", "N", "C", "C", "H", "H", "H", "H", "H", "H", "H", "C", "O", "N", "C", "C", "H", "H", "H", "H", "H", "H", "H", "C", "O", "N", "C", "C", "H", "H", "H", "H", "H", "H", "H"],
  "xyz": [[3.72710, 3.11052, 0.31449], [4.31194, 4.17711, 0.37540], [4.32730, 1.89823, 0.39386], [5.73963, 1.76407, 0.72021], [3.58469, 0.68971, 0.13005], [2.65149, 3.03097, 0.08403], [5.89555, 0.84151, 1.28212], [5.98280, 2.60079, 1.37135], [6.37699, 1.72614, -0.16404], [2.69204, 0.89571, -0.46177], [4.19646, 0.03028, -0.49073], [3.29297, 0.15802, 1.03570], [-5.88323, -0.61722, 0.00716], [-6.97851, -0.82173, 0.46792], [-5.60153, -0.34156, -1.29631], [-6.63671, -0.00237, -2.23621], [-4.24889, -0.42104, -1.80600], [-4.93462, -0.69229, 0.56764], [-6.62223, 1.05316, -2.52935], [-7.62242, -0.24150, -1.84942], [-6.47494, -0.57459, -3.15827], [-4.26302, -1.10778, -2.65517], [-3.87666, 0.57514, -2.06292], [-3.60209, -0.80974, -1.01798], [-2.99968, -2.75191, 2.42487], [-3.70269, -2.59188, 1.43813], [-2.80342, -3.84737, 3.14301], [-1.82416, -3.88706, 4.22001], [-3.50849, -5.06115, 2.87597], [-2.52307, -1.82692, 2.80398], [-1.49474, -2.88146, 4.46284], [-1.03952, -4.60678, 3.98653], [-2.32003, -4.27868, 5.11652], [-4.39772, -4.91659, 2.25942], [-2.85953, -5.80682, 2.41572], [-3.98211, -5.45578, 3.78199], [-0.19574, 6.32219, 1.20108], [-1.17486, 7.01868, 1.05112], [-0.06062, 5.30218, 2.07558], [1.25148, 4.70005, 2.26253], [-1.15427, 4.78828, 2.85877], [0.71130, 6.45028, 0.58206], [1.57907, 4.82284, 3.29744], [1.99232, 5.20417, 1.64231], [1.21045, 3.64996, 1.97097], [-1.88038, 4.21875, 2.28479], [-0.75031, 4.27141, 3.72478], [-1.74318, 5.62033, 3.26525], [2.51949, -0.40827, 5.41565], [3.25237, -1.28518, 5.82605], [2.86343, 0.57162, 4.55175], [1.89107, 1.48749, 3.99218], [4.12536, 0.53584, 3.83904], [1.44931, -0.38608, 5.69182], [2.28126, 1.80635, 3.02496], [1.65322, 2.37071, 4.59030], [0.91278, 1.05076, 3.76888], [4.98387, 0.03622, 4.27912], [3.93039, 0.13341, 2.84385], [4.49137, 1.56585, 3.75394], [0.31262, -5.37789, -4.43205], [0.39989, -6.39495, -3.76379], [0.43730, -4.13636, -3.93608], [0.41812, -2.96658, -4.78405], [0.69914, -3.90755, -2.53127], [0.10358, -5.43336, -5.51054], [-0.54514, -2.89274, -5.30495], [1.14505, -2.98133, -5.59954], [0.60451, -2.07327, -4.20004], [0.55661, -4.79917, -1.93058], [1.64382, -3.40484, -2.31766], [-0.07280, -3.18477, -2.23999], [1.93240, -2.73863, 2.70561], [0.87616, -2.16137, 2.50794], [2.76737, -3.11908, 1.71389], [2.35350, -2.78820, 0.35262], [3.96564, -3.88808, 1.97150], [2.35110, -3.00084, 3.69208], [3.19491, -3.05132, -0.28947], [2.15051, -1.72247, 0.26239], [1.49629, -3.39978, 0.07700], [3.85033, -4.54314, 2.83189], [4.13419, -4.56390, 1.12911], [4.85343, -3.25795, 2.05515], [4.33730, -1.57539, -3.56507], [3.39512, -2.13601, -4.07551], [4.46831, -0.23485, -3.36717], [5.66035, 0.33633, -2.77899], [3.41068, 0.68033, -3.68711], [5.22992, -2.08954, -3.16411], [6.24403, -0.31511, -2.12067], [5.36263, 1.13479, -2.09888], [6.35801, 0.66727, -3.55062], [3.01567, 1.22744, -2.82301], [3.66579, 1.42342, -4.44825], [2.54004, 0.15834, -4.08570], [-1.92544, 0.42477, 6.31149], [-0.77715, 0.81496, 6.29930], [-2.80247, 0.60579, 5.29814], [-3.95353, -0.24483, 5.13166], [-2.39302, 1.27904, 4.08515], [-2.40117, -0.11904, 7.14627], [-3.69686, -1.11031, 4.49800], [-4.71869, 0.25580, 4.54106], [-4.30762, -0.67796, 6.06440], [-1.83887, 2.18177, 4.34274], [-1.77529, 0.63944, 3.45152], [-3.26661, 1.63370, 3.53927], [-0.36392, 0.77469, 0.98005], [-0.11440, 1.94916, 1.19239], [-0.41396, 0.15562, -0.22289], [-0.77422, -1.23189, -0.27898], [-0.02271, 0.77852, -1.47775], [-0.60074, 0.05045, 1.77554], [-1.33977, -1.64913, 0.54999], [0.09537, -1.88504, -0.42747], [-1.36288, -1.52672, -1.15892], [0.12086, 1.84240, -1.28444], [0.93278, 0.35108, -1.79065], [-0.82504, 0.65780, -2.20227], [-2.82358, 3.20545, -0.31322], [-3.88173, 2.60707, -0.22642], [-2.32787, 3.72834, -1.45504], [-3.07425, 3.76373, -2.68219], [-1.00745, 4.25608, -1.52951], [-2.20199, 3.42074, 0.56172], [-3.37370, 4.75277, -3.02048], [-3.97054, 3.15251, -2.56567], [-2.49996, 3.23820, -3.45444], [-0.33488, 4.30880, -0.67552], [-0.45930, 3.68216, -2.29321], [-0.96057, 5.26138, -1.96425], [-4.64733, -5.11491, -0.37961], [-5.45482, -5.95305, -0.03608], [-3.69282, -5.28517, -1.32757], [-2.86792, -4.19844, -1.85319], [-3.47710, -6.59791, -1.92663], [-4.66820, -4.05829, -0.06994], [-2.74375, -4.32140, -2.92398], [-1.94544, -4.23418, -1.26879], [-3.35963, -3.24162, -1.67128], [-2.72670, -7.12994, -1.33580], [-4.38072, -7.20445, -1.84211], [-3.25649, -6.54539, -2.98824], [0.97648, 5.27596, -5.22603], [-0.07102, 5.04203, -4.66902], [2.21096, 4.92912, -4.77666], [3.37540, 5.58082, -5.29961], [2.38209, 4.24039, -3.51840], [1.05467, 5.87601, -6.15016], [3.70046, 6.43355, -4.68904], [3.34184, 5.80876, -6.36125], [4.25828, 4.92664, -5.21751], [2.74141, 4.93697, -2.75720], [1.49973, 3.67850, -3.23105], [3.15732, 3.48238, -3.66528]]
}

***

*2*
{
  "formula": "C39H91N13O13",
  "method": "ωB97M-V/def2-TZVPD",
  "lumo_energy_ev": 0.22,
  "total_charge": 0,
  "symbols": ["C", "O", "N", "C", "C", "H", "H", "H", "H", "H", "H", "H", "C", "O", "N", "C", "C", "H", "H", "H", "H", "H", "H", "H", "C", "O", "N", "C", "C", "H", "H", "H", "H", "H", "H", "H", "C", "O", "N", "C", "C", "H", "H", "H", "H", "H", "H", "H", "C", "O", "N", "C", "C", "H", "H", "H", "H", "H", "H", "H", "C", "O", "N", "C", "C", "H", "H", "H", "H", "H", "H", "H", "C", "O", "N", "C", "C", "H", "H", "H", "H", "H", "H", "H", "C", "O", "N", "C", "C", "H", "H", "H", "H", "H", "H", "H", "C", "O", "N", "C", "C", "H", "H", "H", "H", "H", "H", "H", "C", "O", "N", "C", "C", "H", "H", "H", "H", "H", "H", "H", "C", "O", "N", "C", "C", "H", "H", "H", "H", "H", "H", "H", "C", "O", "N", "C", "C", "H", "H", "H", "H", "H", "H", "H", "C", "O", "N", "C", "C", "H", "H", "H", "H", "H", "H", "H"],
  "xyz": [[0.76106, 7.86662, 7.58910], [0.44160, 7.03649, 6.76277], [0.11637, 9.02273, 7.89865], [-1.08988, 9.42165, 7.11379], [0.50009, 9.75409, 9.13246], [1.55608, 7.68203, 8.32805], [-1.00038, 10.50007, 6.98302], [-1.97381, 9.24261, 7.72593], [-1.04709, 8.86623, 6.17690], [-0.27965, 10.45445, 9.43178], [0.54634, 9.04898, 9.96238], [1.45222, 10.28453, 9.11975], [1.12542, -9.62052, 6.04375], [0.44502, -8.88561, 5.32831], [0.93690, -10.90928, 6.53971], [1.89877, -11.62262, 7.37232], [-0.16118, -11.69045, 5.96817], [2.14010, -9.29362, 6.31897], [2.69270, -10.95847, 7.71391], [2.18378, -12.51098, 6.80868], [1.64576, -12.07945, 8.32908], [0.28057, -12.56613, 5.49265], [-0.84168, -11.97942, 6.76911], [-0.73270, -11.23318, 5.16048], [6.20674, 2.96315, 8.46325], [6.58472, 3.41758, 9.51021], [6.86010, 3.28603, 7.32919], [6.45011, 2.69368, 6.02675], [8.19356, 4.03666, 7.15295], [5.44834, 2.18833, 8.27170], [7.27555, 2.22476, 5.49116], [5.96758, 3.47138, 5.43478], [5.82876, 1.81893, 6.21872], [8.44627, 4.53138, 8.09076], [9.09429, 3.47690, 6.90105], [8.17072, 4.79191, 6.36734], [-4.05869, 4.91086, -8.99032], [-4.44973, 5.71485, -9.79450], [-2.88584, 4.25939, -9.14484], [-2.51393, 3.34375, -8.04954], [-1.89099, 4.53487, -10.19344], [-4.62076, 4.53704, -8.12052], [-1.96090, 2.45106, -8.34170], [-3.34891, 3.06048, -7.40870], [-1.74949, 3.81331, -7.43048], [-2.19398, 5.39971, -10.78365], [-0.95563, 4.71496, -9.66358], [-1.81762, 3.62367, -10.78711], [1.31158, -9.91075, -0.96993], [2.23215, -9.08074, -0.70037], [1.44959, -11.20743, -0.67469], [2.59422, -11.74099, -0.00016], [0.30469, -12.06691, -0.90884], [0.33914, -9.60715, -1.38753], [3.20761, -12.26492, -0.73320], [2.33533, -12.36552, 0.85485], [3.22725, -10.93817, 0.37778], [0.63912, -13.10333, -0.95454], [-0.42657, -11.86792, -0.12541], [-0.13446, -11.78231, -1.86500], [0.92567, -0.19224, -0.75577], [1.11320, 0.47997, -1.73283], [0.66974, 0.28774, 0.48457], [0.42245, -0.49885, 1.72124], [0.63911, 1.74778, 0.77071], [0.99656, -1.29080, -0.73689], [1.23978, -0.39549, 2.43496], [0.44179, -1.55925, 1.46969], [-0.52166, -0.23896, 2.20001], [0.30151, 2.34403, -0.07700], [0.00582, 1.96345, 1.63125], [1.63032, 2.07307, 1.08660], [5.19961, 8.51966, -0.51417], [5.91250, 8.90112, 0.48059], [5.55053, 8.26650, -1.76405], [4.66243, 7.66986, -2.74291], [6.94272, 8.28181, -2.25065], [4.10360, 8.43392, -0.45409], [3.60165, 7.56416, -2.51557], [5.05169, 6.68463, -2.99959], [4.80765, 8.28305, -3.63230], [7.37610, 7.31457, -2.50507], [6.92813, 8.73755, -3.24070], [7.67166, 8.82005, -1.64481], [6.54688, -6.02956, -9.07251], [6.86345, -6.21634, -10.18805], [5.48174, -6.50916, -8.45216], [5.19249, -6.01614, -7.09090], [4.48765, -7.56471, -8.94044], [7.01598, -5.31358, -8.38004], [5.97777, -5.44646, -6.59400], [4.94954, -6.80762, -6.38193], [4.31601, -5.37715, -7.19843], [3.43517, -7.28586, -8.88915], [4.70386, -7.98416, -9.92299], [4.38644, -8.38925, -8.23475], [7.59772, 4.11958, -8.00750], [6.54193, 4.62973, -8.32734], [7.91815, 2.83181, -7.77025], [9.18458, 2.39690, -7.34083], [6.98062, 1.75274, -8.04240], [8.46288, 4.73136, -7.70848], [9.21199, 2.11391, -6.28856], [9.80981, 3.28778, -7.40016], [9.61565, 1.57757, -7.91613], [6.02693, 2.24035, -8.24438], [7.25825, 1.09255, -8.86410], [6.78878, 1.17430, -7.13868], [-5.42920, -7.41473, 2.90529], [-5.60802, -7.71985, 1.73126], [-6.04007, -8.13888, 3.89677], [-5.54454, -7.90096, 5.26881], [-6.92323, -9.22893, 3.69305], [-4.82801, -6.59166, 3.32161], [-6.31556, -7.44308, 5.88846], [-4.67009, -7.25632, 5.35749], [-5.32789, -8.89396, 5.66266], [-7.61153, -9.42518, 4.51514], [-7.57508, -9.15641, 2.82245], [-6.24356, -10.06736, 3.54080], [-6.22641, 8.96691, -0.95913], [-5.20143, 9.31180, -0.30255], [-6.26923, 7.90412, -1.82034], [-7.40229, 7.75249, -2.64245], [-5.12055, 7.06593, -2.21445], [-7.19959, 9.48172, -0.96884], [-6.99623, 7.99667, -3.62407], [-8.27434, 8.36882, -2.42391], [-7.83121, 6.75119, -2.60327], [-5.38175, 6.03703, -2.46190], [-4.70742, 7.43858, -3.15177], [-4.28328, 7.05437, -1.51665], [-6.57311, 1.22218, 5.41947], [-5.63007, 0.57632, 5.89740], [-6.36973, 2.52045, 5.09189], [-7.48443, 3.28634, 4.35006], [-5.03802, 3.18215, 5.00565], [-7.64722, 0.98205, 5.44800], [-8.38711, 2.67900, 4.28364], [-7.18605, 3.59020, 3.34670], [-7.69338, 4.21879, 4.87445], [-4.14192, 2.60757, 5.24010], [-5.00206, 3.63157, 4.01327], [-5.01311, 4.09120, 5.60657], [-8.28370, 0.05510, -2.49747], [-7.55198, 0.76190, -3.18700], [-7.73925, -0.80134, -1.55250], [-8.59979, -1.80329, -0.93487], [-6.32184, -0.91927, -1.36328], [-9.36559, -0.05348, -2.67051], [-8.44376, -2.71419, -1.51282], [-9.63012, -1.44822, -0.91341], [-8.26665, -1.84844, 0.10199], [-6.07771, -0.57544, -0.35816], [-6.10219, -1.98690, -1.35997], [-5.62366, -0.51153, -2.09430]]
}

***

Energy ordering: *1* at the bottom, the next structure 0.1999 hartree above.